# 1
Entry from OMol25: a cluster of 5 separate species, C20H51ClN3O11 in total at a distorted geometry (ωB97M-V with the def2-TZVPD basis set).

Summary:
* total charge: -1
* energy above the lowest of the compared OMol25 structures with the same formula, charge and spin: 0.0 kcal/mol
* HOMO energy: -0.2258 Ha
* LUMO: 2.50 eV
* multiplicity: 1
* gap between HOMO and LUMO: 8.64 eV

Last column: Löwdin charge in e.
Element x y z (Å)
Cl  1.495  1.921  -2.088  0.635
O  2.641  2.100  -1.219  -0.380
O  1.386  3.062  -2.963  -0.360
O  1.659  0.713  -2.881  -0.371
O  0.299  1.759  -1.294  -0.356
C  4.777  1.944  -4.206  -0.084
C  4.821  0.427  -4.037  -0.341
O  3.759  -0.225  -4.697  -0.092
H  3.951  2.397  -3.661  0.044
H  4.578  2.138  -5.265  0.074
H  5.731  2.403  -3.943  0.065
H  4.842  0.141  -2.977  0.103
H  5.766  0.068  -4.459  0.098
H  2.974  -0.106  -4.143  0.041
C  2.972  0.728  6.325  -0.134
O  2.688  1.692  5.349  -0.189
C  3.022  1.233  4.042  -0.226
C  2.713  2.318  3.055  -0.223
N  1.287  2.518  2.880  -0.043
C  1.002  3.430  1.784  -0.202
C  -0.477  3.563  1.515  -0.213
O  -1.009  4.591  2.355  -0.200
C  -2.354  4.882  2.072  -0.132
H  3.979  0.304  6.221  0.084
H  2.236  -0.087  6.303  0.075
H  2.924  1.205  7.306  0.084
H  2.420  0.339  3.832  0.112
H  4.091  0.990  4.003  0.123
H  3.156  2.064  2.087  0.121
H  3.233  3.239  3.384  0.126
H  0.896  2.898  3.734  0.116
H  1.498  3.104  0.871  0.098
H  1.362  4.443  2.033  0.125
H  -0.966  2.607  1.733  0.121
H  -0.642  3.839  0.470  0.118
H  -3.026  4.246  2.665  0.083
H  -2.577  4.729  1.012  0.083
H  -2.548  5.923  2.335  0.079
C  2.597  -1.710  -0.733  -0.122
O  1.356  -1.574  -0.102  -0.158
C  1.492  -0.972  1.145  -0.258
C  0.135  -0.586  1.709  -0.202
N  -0.903  -1.608  1.521  -0.031
C  -0.572  -2.832  2.249  -0.205
C  -0.354  -2.672  3.752  -0.245
O  -1.303  -1.775  4.273  -0.195
C  -1.114  -1.520  5.637  -0.115
H  3.366  -2.174  -0.091  0.084
H  2.980  -0.719  -1.016  0.071
H  2.538  -2.311  -1.638  0.089
H  2.082  -0.045  1.043  0.117
H  2.061  -1.598  1.861  0.114
H  -0.178  0.352  1.246  0.104
H  0.285  -0.293  2.762  0.097
H  -1.707  -1.229  2.017  0.099
H  0.322  -3.266  1.793  0.112
H  -1.374  -3.553  2.066  0.112
H  0.674  -2.322  3.952  0.112
H  -0.426  -3.651  4.252  0.119
H  -1.987  -0.979  6.000  0.087
H  -0.226  -0.896  5.804  0.079
H  -1.017  -2.452  6.208  0.085
C  -2.466  1.526  -3.901  -0.097
O  -3.076  0.472  -3.196  -0.167
C  -4.435  0.379  -3.495  -0.271
C  -5.079  -0.810  -2.789  -0.224
N  -4.254  -1.994  -2.750  -0.047
C  -4.113  -2.611  -4.046  -0.227
C  -3.455  -3.968  -3.978  -0.254
O  -2.233  -3.884  -3.297  -0.167
C  -1.566  -5.112  -3.232  -0.125
H  -2.430  1.292  -4.977  0.089
H  -1.452  1.651  -3.530  0.079
H  -3.040  2.456  -3.777  0.086
H  -4.564  0.322  -4.591  0.115
H  -4.979  1.286  -3.180  0.119
H  -6.063  -0.959  -3.282  0.110
H  -5.344  -0.515  -1.770  0.115
H  -4.680  -2.661  -2.116  0.115
H  -3.510  -1.958  -4.684  0.125
H  -5.075  -2.751  -4.576  0.118
H  -3.298  -4.343  -5.001  0.120
H  -4.119  -4.687  -3.464  0.123
H  -1.538  -5.615  -4.207  0.083
H  -1.991  -5.761  -2.455  0.086
H  -0.527  -4.914  -2.953  0.090

***

# 2
Entry from OMol25: a cluster of 9 separate species, C60H84BrF5O12 in total at a distorted geometry (ωB97M-V with the def2-TZVPD basis set).

Summary:
* total charge: 0
* HOMO energy: -0.3062 Ha
* LUMO: -0.51 eV
* multiplicity: 1
* gap between HOMO and LUMO: 7.83 eV
* structure (SMILES): CC[C@H](Br)C1=C(C(F)(F)c2cccc(C(F)(F)F)c2)C(=O)c2cc(C[C@@H](C)OCc3ccccc3)c(C)c(CCCOC)c2C1=O.CC(C)=O.CC(C)=O.CC(C)=O.CC(C)=O.CC(C)=O.CC(C)=O.CC(C)=O.CC(C)=O

Last column: Löwdin charge in e.
Element x y z (Å)
C  -0.637  -3.243  1.108  -0.099
C  -1.896  -3.794  1.881  -0.229
C  -3.207  -3.952  0.962  -0.601
Br  -4.393  -5.407  1.576  0.703
C  -2.713  -4.111  -0.506  -0.114
C  -2.830  -3.089  -1.399  -0.009
C  -3.464  -1.701  -1.058  -0.361
F  -2.874  -1.105  0.070  0.054
F  -3.337  -0.765  -2.079  0.074
C  -5.015  -1.896  -0.849  -0.080
C  -5.763  -2.978  -1.484  0.006
C  -7.212  -3.163  -1.311  -0.027
C  -7.937  -2.216  -0.446  0.008
C  -7.171  -1.125  0.160  -0.087
C  -7.946  -0.116  1.064  -0.480
F  -9.041  0.411  0.429  0.113
F  -7.097  0.873  1.531  0.080
F  -8.431  -0.746  2.202  0.093
C  -5.746  -0.925  -0.006  0.068
C  -2.268  -3.282  -2.855  -0.256
O  -2.811  -2.867  -3.848  0.115
C  -0.945  -4.119  -2.915  -0.048
C  0.116  -3.806  -3.846  0.053
C  1.333  -4.647  -3.858  -0.111
C  2.415  -4.245  -4.901  -0.104
C  3.805  -3.826  -4.282  -0.379
C  4.701  -3.267  -5.458  -0.061
O  3.703  -2.995  -3.122  -0.109
C  3.882  -1.602  -3.391  -0.179
C  3.460  -0.857  -2.066  -0.159
C  4.540  -0.692  -1.070  -0.039
C  4.341  -0.053  0.225  -0.088
C  2.973  0.451  0.490  -0.089
C  1.908  0.310  -0.507  -0.087
C  2.124  -0.346  -1.815  -0.024
C  1.438  -5.799  -2.941  -0.101
C  2.710  -6.726  -2.983  -0.046
C  0.359  -6.144  -1.972  -0.070
C  0.505  -7.377  -1.035  -0.130
C  1.242  -7.037  0.346  -0.133
C  0.227  -6.758  1.510  -0.230
O  -0.822  -7.730  1.604  -0.225
C  -0.756  -8.470  2.845  -0.097
C  -0.828  -5.258  -1.968  -0.004
C  -2.034  -5.461  -0.981  -0.262
O  -2.419  -6.554  -0.661  0.095
H  -0.818  -2.310  0.521  0.072
H  -0.141  -3.980  0.427  0.061
H  0.130  -2.973  1.894  0.093
H  -2.094  -3.068  2.723  0.117
H  -1.651  -4.771  2.374  0.084
H  -3.783  -3.003  1.136  0.080
H  -5.252  -3.725  -2.138  0.120
H  -7.765  -4.004  -1.792  0.107
H  -9.028  -2.356  -0.275  0.121
H  -5.156  -0.100  0.448  0.128
H  -0.004  -2.926  -4.516  0.107
H  2.574  -5.141  -5.571  0.132
H  2.036  -3.354  -5.483  0.118
H  4.306  -4.779  -3.939  0.127
H  4.084  -2.536  -6.040  0.081
H  4.919  -4.142  -6.138  0.091
H  5.668  -2.857  -5.080  0.081
H  3.212  -1.244  -4.222  0.127
H  4.961  -1.305  -3.552  0.119
H  5.563  -1.081  -1.303  0.107
H  5.165  0.037  0.972  0.096
H  2.783  0.921  1.489  0.090
H  0.908  0.716  -0.201  0.088
H  1.290  -0.473  -2.557  0.085
H  3.345  -6.548  -3.882  0.062
H  2.406  -7.813  -3.023  0.079
H  3.278  -6.624  -2.013  0.099
H  1.173  -8.142  -1.529  0.095
H  -0.463  -7.924  -0.860  0.115
H  1.806  -6.078  0.142  0.118
H  2.019  -7.804  0.610  0.111
H  0.790  -6.610  2.470  0.126
H  -0.274  -5.780  1.277  0.075
H  -0.592  -7.731  3.674  0.090
H  -1.749  -8.984  2.965  0.103
H  0.056  -9.229  2.741  0.076
C  7.940  3.210  -0.950  -0.023
C  6.614  3.269  -0.235  -0.484
O  5.926  2.278  -0.100  0.062
C  6.174  4.605  0.305  -0.021
H  8.126  2.190  -1.283  0.061
H  7.921  3.866  -1.823  0.086
H  8.742  3.508  -0.272  0.091
H  6.077  5.323  -0.512  0.087
H  6.897  4.966  1.039  0.089
H  5.206  4.497  0.792  0.062
C  -6.624  3.828  1.219  -0.035
C  -6.528  5.268  1.656  -0.494
O  -5.539  5.933  1.424  0.056
C  -7.709  5.846  2.393  -0.018
H  -5.705  3.546  0.703  0.082
H  -6.748  3.183  2.090  0.073
H  -7.464  3.702  0.534  0.087
H  -7.880  5.289  3.316  0.090
H  -8.597  5.809  1.758  0.086
H  -7.502  6.887  2.646  0.053
C  9.603  -0.007  -4.092  -0.023
C  10.068  1.238  -3.382  -0.505
O  10.169  1.275  -2.175  0.054
C  10.400  2.437  -4.233  -0.024
H  9.400  -0.787  -3.358  0.083
H  8.685  0.200  -4.646  0.085
H  10.381  -0.360  -4.773  0.085
H  9.517  2.752  -4.793  0.085
H  11.213  2.193  -4.919  0.084
H  10.719  3.259  -3.591  0.082
C  1.352  -10.074  5.489  -0.015
C  0.539  -11.210  4.922  -0.489
O  -0.203  -11.046  3.977  0.053
C  0.685  -12.559  5.578  -0.024
H  1.149  -9.165  4.922  0.065
H  1.079  -9.905  6.532  0.089
H  2.417  -10.304  5.412  0.088
H  0.382  -12.499  6.625  0.086
H  1.720  -12.898  5.505  0.085
H  0.044  -13.279  5.069  0.083
C  -0.607  0.453  -6.759  -0.020
C  -0.290  0.530  -5.288  -0.489
O  0.445  -0.276  -4.758  0.040
C  -0.923  1.648  -4.502  -0.013
H  -0.085  -0.399  -7.197  0.081
H  -1.681  0.316  -6.901  0.089
H  -0.275  1.364  -7.260  0.086
H  -2.010  1.564  -4.545  0.089
H  -0.604  2.612  -4.903  0.087
H  -0.607  1.581  -3.460  0.080
C  -4.691  9.252  2.858  -0.014
C  -5.932  9.606  3.636  -0.487
O  -6.840  8.811  3.767  0.053
C  -5.999  10.983  4.241  -0.027
H  -4.779  8.232  2.479  0.064
H  -4.576  9.932  2.011  0.085
H  -3.816  9.311  3.509  0.083
H  -5.942  11.738  3.455  0.088
H  -5.178  11.118  4.954  0.046
H  -6.946  11.099  4.770  0.085
C  1.928  7.713  2.471  -0.027
C  2.620  6.406  2.176  -0.501
O  3.828  6.331  2.123  0.061
C  1.748  5.197  1.950  -0.019
H  2.676  8.494  2.611  0.081
H  1.284  7.990  1.634  0.085
H  1.338  7.624  3.385  0.085
H  1.097  5.364  1.090  0.088
H  1.151  4.998  2.842  0.087
H  2.378  4.330  1.749  0.077
C  -1.817  12.918  4.840  -0.017
C  -3.108  13.102  5.595  -0.480
O  -3.863  12.172  5.789  0.037
C  -3.425  14.486  6.098  -0.018
H  -1.720  11.875  4.538  0.081
H  -1.817  13.544  3.945  0.087
H  -0.972  13.178  5.481  0.087
H  -3.496  15.180  5.259  0.087
H  -2.651  14.814  6.794  0.087
H  -4.381  14.470  6.621  0.085

***

# 3
Entry from OMol25: a cluster of 11 separate species, C18H52BCl4F4O16 in total at a distorted geometry (ωB97M-V with the def2-TZVPD basis set).

Summary:
* total charge: -1
* HOMO energy: -0.2481 Ha
* LUMO: 2.41 eV
* multiplicity: 1
* gap between HOMO and LUMO: 9.16 eV

Last column: Löwdin charge in e.
Element x y z (Å)
B  0.477  -0.050  -0.086  -1.510
F  0.627  -1.188  0.682  0.181
F  -0.800  0.292  -0.204  0.227
F  1.089  0.986  0.525  0.179
F  0.913  -0.306  -1.339  0.168
C  0.937  -5.202  0.311  -0.188
C  1.283  -5.338  -1.193  -0.245
O  0.103  -5.561  -1.966  -0.073
O  -0.122  -4.181  0.425  -0.085
H  1.839  -4.929  0.858  0.087
H  0.550  -6.103  0.785  0.104
H  1.997  -6.146  -1.352  0.107
H  1.781  -4.465  -1.616  0.066
H  0.316  -6.152  -2.692  0.074
H  -0.198  -3.898  1.339  0.023
C  1.693  2.063  -3.731  -0.200
C  2.823  2.239  -2.634  -0.238
O  2.311  2.370  -1.336  -0.060
O  0.847  3.214  -3.654  -0.087
H  1.080  1.202  -3.463  0.090
H  2.137  1.796  -4.689  0.106
H  3.520  3.061  -2.793  0.111
H  3.514  1.397  -2.653  0.066
H  1.846  1.571  -1.081  0.037
H  0.177  3.066  -2.982  0.019
C  1.743  1.700  4.151  -0.196
C  2.750  0.698  3.549  -0.245
O  2.628  -0.538  4.208  -0.081
O  0.444  1.380  3.619  -0.075
H  1.958  2.745  3.926  0.112
H  1.704  1.550  5.230  0.116
H  3.800  0.987  3.496  0.099
H  2.401  0.510  2.533  0.093
H  1.735  -0.787  4.455  0.047
H  0.554  1.563  2.683  0.041
C  -3.628  0.765  1.132  -0.202
C  -2.971  1.079  2.511  -0.202
O  -2.534  2.451  2.666  -0.080
O  -4.979  1.276  1.085  -0.086
H  -3.707  -0.309  0.962  0.117
H  -3.028  1.205  0.336  0.081
H  -2.223  0.341  2.803  0.088
H  -3.745  0.969  3.270  0.109
H  -1.734  2.606  2.159  0.012
H  -4.912  2.231  1.162  0.073
C  -0.098  4.335  0.811  -0.193
C  -1.271  5.256  1.284  -0.224
O  -2.360  5.117  0.431  -0.074
O  -0.303  3.040  1.295  -0.091
H  0.854  4.631  1.252  0.118
H  0.004  4.329  -0.274  0.114
H  -0.982  6.292  1.109  0.109
H  -1.465  5.041  2.335  0.121
H  -2.113  5.299  -0.478  0.033
H  0.102  2.413  0.690  0.055
C  -1.756  -3.073  3.617  -0.183
C  -0.756  -1.966  3.899  -0.227
O  0.288  -2.339  4.796  -0.068
O  -1.041  -4.134  2.967  -0.089
H  -2.636  -2.862  3.010  0.127
H  -2.182  -3.553  4.498  0.112
H  -1.261  -1.153  4.420  0.114
H  -0.236  -1.571  3.026  0.117
H  -0.095  -2.246  5.671  0.092
H  -0.315  -4.473  3.496  0.092
C  -1.201  -1.923  -2.930  -0.249
C  -1.395  -3.099  -3.897  -0.264
O  -2.223  -4.035  -3.248  -0.041
O  -0.615  -2.436  -1.768  -0.046
H  -2.182  -1.471  -2.790  0.116
H  -0.540  -1.167  -3.354  0.097
H  -0.440  -3.503  -4.233  0.065
H  -1.825  -2.635  -4.786  0.108
H  -2.831  -4.350  -3.921  0.078
H  0.036  -1.828  -1.409  0.036
C  -2.296  3.917  -2.845  -0.234
C  -2.214  2.654  -2.012  -0.196
O  -0.894  2.211  -1.811  -0.069
O  -1.740  5.033  -2.222  -0.059
H  -3.327  4.150  -3.114  0.119
H  -1.901  3.850  -3.858  0.121
H  -2.684  1.834  -2.555  0.128
H  -2.731  2.738  -1.056  0.113
H  -0.854  1.556  -1.110  0.030
H  -1.311  5.519  -2.930  0.110
C  2.509  -1.762  -3.949  -0.989
Cl  2.321  -3.494  -4.226  0.570
Cl  3.543  -1.449  -2.551  0.562
H  2.971  -1.287  -4.815  0.030
H  1.548  -1.302  -3.722  -0.002
C  4.039  -1.639  1.172  -1.008
Cl  4.490  -3.145  0.357  0.508
Cl  5.439  -0.628  1.614  0.506
H  3.355  -1.037  0.574  0.011
H  3.577  -1.814  2.143  0.016